A structure of composition CH33O19Pd, computed with ωB97M-V/def2-TZVPD.

Last column: natural (NBO) charge in e.
Element x y z (Å)
Pd  -2.30  1.60  0.06  1.368
C  -0.26  -0.38  0.33  1.019
O  -1.20  0.46  0.43  -0.862
O  1.05  -0.07  0.03  -0.759
O  -0.48  -1.55  0.52  -0.757
H  1.25  0.85  -0.27  0.523
O  -3.86  0.90  0.19  -0.890
H  -4.57  1.13  -0.43  0.517
H  -3.95  0.03  0.56  0.543
O  -0.11  1.04  -2.74  -0.963
H  0.63  0.88  -2.18  0.499
H  0.01  0.61  -3.58  0.507
O  -1.04  -1.22  3.29  -0.971
H  -1.10  -1.52  4.24  0.493
H  -1.05  -1.98  2.76  0.489
O  3.18  1.17  -1.63  -0.965
H  3.25  2.12  -1.59  0.502
H  3.62  1.05  -2.46  0.491
O  -3.17  -1.75  1.00  -0.968
H  -2.21  -1.62  0.98  0.491
H  -3.31  -2.09  0.15  0.474
O  1.69  -0.04  2.96  -0.973
H  1.83  -0.62  2.18  0.491
H  0.81  -0.27  3.26  0.498
O  2.13  -1.29  -2.79  -0.980
H  2.24  -0.56  -2.23  0.488
H  2.71  -1.35  -3.57  0.503
O  -2.53  -0.51  -2.16  -0.985
H  -2.51  -0.06  -3.03  0.468
H  -1.70  -0.94  -2.08  0.500
O  0.79  2.74  -0.44  -1.020
H  0.90  2.80  0.53  0.517
H  0.83  3.66  -0.66  0.480
O  -0.48  -2.26  -2.19  -0.971
H  0.41  -1.90  -2.28  0.496
H  -0.54  -2.61  -1.30  0.489
O  0.69  -5.14  0.46  -0.914
H  0.26  -4.31  0.68  0.461
H  1.34  -4.81  -0.16  0.453
O  -2.02  2.25  -1.44  -0.966
H  -1.48  1.64  -1.98  0.545
H  -1.83  3.17  -1.73  0.496
O  3.73  1.24  0.96  -0.958
H  3.41  1.04  0.09  0.469
H  3.64  0.44  1.52  0.477
O  -2.09  2.74  1.23  -0.858
H  -2.40  2.63  2.11  0.519
H  -1.89  3.67  1.10  0.502
O  1.54  -2.78  1.65  -0.953
H  2.39  -2.84  1.17  0.466
H  1.03  -2.31  1.01  0.472
O  1.07  2.56  2.27  -0.968
H  0.27  2.67  2.71  0.456
H  1.37  1.67  2.50  0.520

The net charge is +1. As for the HOMO energy (spin up / spin down): -11.555 / -11.013 eV. The calculation puts the total energy at -43936.376 eV. As for the multiplicity: 3. As for the frontier orbital gap (spin up / spin down): 7.966 / 7.299 eV. The expectation value of S² is 2.003. The value obtained for the max |F| is 19.81 eV Å⁻¹.

=====

The ion C18H23FNO2 with charge +1, computed with ωB97M-V/def2-TZVPD.

Last column: natural (NBO) charge in e.
Element x y z (Å)
C  0.00  3.65  -0.97  -0.633
C  -1.12  3.26  -0.02  -0.062
O  -1.26  1.85  0.13  -0.492
C  -0.54  1.11  1.00  0.283
C  -0.95  -0.22  1.07  -0.265
C  -0.33  -1.15  1.89  -0.096
C  -0.81  -2.58  1.88  -0.234
N  -0.75  -3.09  0.48  -0.516
C  0.63  -3.20  -0.06  -0.222
C  0.60  -3.20  -1.59  -0.440
C  0.07  -1.89  -2.12  -0.151
C  0.92  -0.83  -2.42  -0.174
C  0.41  0.37  -2.91  -0.204
C  -0.95  0.52  -3.11  -0.168
C  -1.82  -0.52  -2.82  -0.287
C  -1.29  -1.70  -2.33  0.424
F  -2.14  -2.72  -2.00  -0.358
C  0.73  -0.75  2.68  -0.209
C  1.14  0.58  2.65  -0.289
C  0.53  1.52  1.83  0.318
O  0.92  2.82  1.78  -0.514
C  1.96  3.27  2.62  -0.257
H  0.01  4.73  -1.09  0.226
H  0.96  3.33  -0.58  0.216
H  -0.16  3.19  -1.94  0.202
H  -0.99  3.74  0.95  0.196
H  -2.09  3.56  -0.43  0.194
H  -1.81  -0.47  0.46  0.216
H  -1.85  -2.64  2.22  0.237
H  -0.19  -3.20  2.52  0.232
H  -1.23  -3.99  0.38  0.438
H  -1.25  -2.40  -0.10  0.460
H  1.10  -4.10  0.32  0.230
H  1.19  -2.33  0.30  0.243
H  1.62  -3.35  -1.95  0.253
H  -0.01  -4.03  -1.95  0.233
H  1.98  -0.95  -2.28  0.222
H  1.09  1.17  -3.14  0.231
H  -1.34  1.44  -3.50  0.232
H  -2.88  -0.43  -2.97  0.244
H  1.23  -1.44  3.33  0.221
H  1.96  0.87  3.29  0.235
H  2.06  4.33  2.41  0.214
H  2.91  2.77  2.40  0.183
H  1.71  3.13  3.68  0.187

The net charge is +1. As for the HOMO energy: -11.119 eV. The calculation puts the total energy at -27335.402 eV. As for the frontier orbital gap: 8.540 eV. The value obtained for the max |F| is 0.83 eV Å⁻¹.

=====

A structure of composition C26H33BCuNO2P3, computed with ωB97M-V/def2-TZVPD.

Last column: natural (NBO) charge in e.
Element x y z (Å)
Cu  10.51  10.48  9.17  1.128
O  14.17  10.96  10.10  -0.636
C  13.25  10.15  10.04  0.765
O  12.04  10.45  10.37  -0.835
C  13.60  8.77  9.59  -0.148
C  14.96  8.41  9.63  -0.156
C  15.37  7.16  9.17  -0.202
C  14.43  6.28  8.65  -0.226
C  13.10  6.61  8.66  -0.140
C  12.67  7.86  9.12  -0.354
P  10.88  8.21  9.18  0.919
C  10.07  7.09  8.03  -0.413
C  9.72  5.78  8.35  -0.140
C  9.21  4.96  7.40  -0.216
C  8.94  5.42  6.12  -0.181
C  9.26  6.72  5.79  -0.199
C  9.87  7.53  6.74  -0.160
C  10.42  7.63  10.88  -0.372
C  9.10  7.45  11.20  -0.134
C  8.70  7.12  12.49  -0.237
C  9.64  6.99  13.47  -0.181
C  11.00  7.16  13.22  -0.212
C  11.39  7.45  11.90  -0.175
H  15.66  9.16  10.02  0.252
H  16.42  6.88  9.21  0.219
H  14.76  5.28  8.34  0.218
H  12.34  5.88  8.28  0.216
H  9.88  5.50  9.40  0.220
H  8.90  3.96  7.67  0.217
H  8.48  4.80  5.40  0.217
H  9.08  7.11  4.80  0.222
H  10.14  8.52  6.53  0.210
H  8.35  7.58  10.41  0.220
H  7.66  7.04  12.70  0.221
H  9.35  6.86  14.51  0.213
H  11.74  7.08  13.98  0.218
H  12.46  7.51  11.79  0.226
C  9.08  12.86  10.92  -0.935
P  10.17  12.79  9.42  0.881
C  11.46  14.04  9.71  -0.955
C  9.22  13.37  8.01  -0.751
C  8.24  14.53  8.34  -0.708
P  6.66  13.97  9.15  0.799
C  5.57  13.59  7.74  -0.941
C  6.02  15.63  9.53  -0.944
H  9.68  12.76  11.84  0.250
H  8.50  11.92  10.87  0.264
H  8.47  13.73  10.96  0.237
H  11.03  15.05  10.00  0.234
H  12.07  14.18  8.79  0.249
H  12.13  13.70  10.49  0.273
H  8.74  12.51  7.50  0.256
H  9.93  13.72  7.24  0.246
H  7.96  15.08  7.46  0.224
H  8.78  15.21  8.97  0.215
H  5.56  14.45  7.09  0.207
H  4.54  13.53  8.16  0.241
H  5.80  12.66  7.23  0.258
H  6.16  16.32  8.71  0.215
H  6.60  15.97  10.37  0.226
H  4.98  15.56  9.93  0.241
B  6.18  9.68  7.88  -0.622
C  7.55  9.97  8.40  0.428
N  8.60  10.14  8.87  -0.759
H  5.36  10.25  8.64  0.034
H  6.07  8.45  7.73  0.030
H  6.10  10.25  6.80  0.024

The net charge is 0. As for the HOMO energy (spin up / spin down): -8.382 / -8.411 eV. The calculation puts the total energy at -106265.079 eV. As for the multiplicity: 2. As for the frontier orbital gap (spin up / spin down): 8.580 / 7.080 eV. The expectation value of S² is 0.755. The value obtained for the max |F| is 2.24 eV Å⁻¹.